[1]
{
  "formula": "C38H56BBiN6O8PS2Si2Te",
  "method": "wB97M-V/def2-TZVPD",
  "spin_multiplicity": 1,
  "mol_weight_g_mol": 1223.6,
  "charge": 1,
  "relative_energy_kcal_mol": 41.6,
  "homo_energy_ev": -10.61,
  "species": ["Bi", "Te", "S", "S", "P", "Si", "Si", "O", "O", "O", "O", "O", "O", "O", "O", "N", "N", "N", "N", "N", "N", "C", "C", "C", "C", "C", "C", "C", "C", "C", "C", "C", "C", "C", "C", "C", "C", "C", "C", "C", "C", "C", "C", "C", "C", "C", "C", "C", "C", "C", "C", "C", "C", "C", "C", "C", "C", "C", "C", "B", "H", "H", "H", "H", "H", "H", "H", "H", "H", "H", "H", "H", "H", "H", "H", "H", "H", "H", "H", "H", "H", "H", "H", "H", "H", "H", "H", "H", "H", "H", "H", "H", "H", "H", "H", "H", "H", "H", "H", "H", "H", "H", "H", "H", "H", "H", "H", "H", "H", "H", "H", "H", "H", "H", "H", "H"],
  "coordinates": [[0.16283, -0.27503, -0.10138], [0.54604, -1.30269, -2.69747], [3.02253, -0.61461, 1.77833], [1.93339, 1.42092, -0.75348], [3.48388, 0.85350, 0.54084], [-0.46408, 1.83522, -4.14116], [-0.54227, -2.96909, -5.30322], [4.61541, -2.41685, -0.34451], [-2.52761, 1.62284, -0.90758], [2.96473, -1.32003, -1.36900], [-1.99017, -4.74089, -0.35731], [4.81891, 0.47873, -0.22019], [3.88878, 2.21280, 1.25919], [-1.33947, -2.79651, -1.14788], [-1.17279, 2.53177, 0.66132], [-3.84557, -1.62777, 6.02975], [1.18056, -3.12107, -0.44031], [-4.55385, -2.48939, 6.79053], [-1.77526, -0.78583, 2.25123], [-3.97254, -2.69482, 7.88838], [-3.30992, -1.31315, 3.74087], [-2.65367, -2.47280, 3.41631], [-1.70906, -2.12315, 2.50323], [-3.75416, 5.15077, 0.74342], [1.10837, -2.40794, -6.08485], [0.57596, -4.82564, 1.12731], [2.80048, -3.95669, 1.10947], [-0.25412, -4.67797, -4.52117], [3.34500, -2.17432, -0.58382], [-0.05401, 2.53259, -5.87299], [1.86188, -4.81190, 1.65337], [0.87213, 0.44573, -3.92787], [-1.63589, -0.43928, 6.41455], [3.35330, 3.43184, 3.23657], [-4.33121, -1.20319, 4.74698], [-0.15798, 3.20532, -2.85304], [-0.75194, -1.03949, 8.59998], [-2.81079, -1.97903, 7.92522], [-2.24879, 3.35591, 0.49339], [-1.81240, -1.86525, 8.89278], [0.28437, -3.96552, 0.07289], [-3.14167, 1.10801, 3.09598], [-0.66699, -0.33992, 7.38757], [2.40960, -3.12464, 0.06259], [-1.07229, -3.79784, -0.52584], [-2.56853, 4.54040, 1.12617], [2.87484, 4.36442, 0.94490], [-3.08212, 2.79371, -0.47939], [-2.30480, 1.32725, -4.06636], [2.92021, 3.11877, 1.81621], [-4.25488, 3.40600, -0.86697], [-2.73377, -0.31635, 3.01199], [-1.86889, -2.98463, -6.67067], [-1.16125, -1.81835, -3.90450], [-2.71199, -1.26878, 6.70161], [5.92975, 2.57522, -0.87269], [5.54194, 1.16437, -1.27230], [4.76744, 1.15673, -2.57974], [-4.57440, 4.59687, -0.23195], [-1.34890, 1.47687, -0.21939], [0.40473, -4.58973, -3.66188], [0.04425, -0.91656, 9.31863], [-3.23553, 1.42093, 4.13463], [0.18512, 0.29774, 7.20973], [2.15483, 5.06746, 1.35138], [-0.01439, 2.80047, -1.85562], [4.27375, 0.20263, -2.73434], [-5.18219, -1.85550, 4.51507], [1.93189, 2.63711, 1.81155], [5.04310, 3.20310, -0.82397], [2.11939, -5.45559, 2.47734], [-1.68231, -5.52815, 0.11025], [-1.61258, -0.92155, -4.29594], [2.65621, 4.13082, 3.68600], [-2.83922, -3.29400, -6.29803], [6.42285, 2.57680, 0.09711], [1.77137, 0.90586, -3.52221], [-1.98294, -2.00364, -7.12213], [-0.25711, 1.82014, -6.66683], [-2.38386, 1.71964, 2.61904], [-1.88019, -2.41190, 9.81952], [6.60852, 2.98176, -1.61910], [2.56871, 4.10197, -0.06522], [4.34513, 3.87517, 3.23106], [-4.88838, 2.97021, -1.62118], [1.52827, -3.19732, -6.70113], [-1.55588, 0.09749, 5.48168], [-4.09332, 1.28054, 2.59160], [-4.67549, -0.16191, 4.79059], [-1.17824, -5.13568, -4.18920], [-1.00054, 3.89134, -2.82349], [3.80207, -3.88188, 1.49334], [5.17813, -1.72390, -0.73136], [-1.92996, 4.96957, 1.88094], [1.84223, -2.17052, -5.31737], [-0.17769, -5.46238, 1.56834], [-2.92348, 2.21958, -4.04353], [3.38716, 2.52287, 3.82922], [0.20788, -5.35904, -5.22594], [-5.48762, 5.10539, -0.49834], [-0.63397, 3.42528, -6.08305], [0.98961, -1.53977, -6.72492], [-1.59031, -3.67443, -7.46019], [3.85729, 4.82994, 0.92313], [4.00715, 1.93209, -2.57107], [5.44935, 1.34409, -3.40392], [-4.05074, 6.07805, 1.21131], [-2.62068, 0.75316, -4.93193], [-2.91309, -3.41056, 3.86314], [1.13458, 0.05901, -4.91324], [-0.96545, -2.73708, 2.03564], [-1.88592, -2.32668, -3.28152], [0.73025, 3.78116, -3.09125], [0.99460, 2.80973, -5.93851], [6.44236, 0.54218, -1.36664], [-2.54401, 0.75838, -3.17305]]
}

[2]
{
  "formula": "C41H51N10OPRuS",
  "method": "wB97M-V/def2-TZVPD",
  "spin_multiplicity": 2,
  "mol_weight_g_mol": 864.0,
  "charge": 3,
  "relative_energy_kcal_mol": 3.3,
  "homo_energy_ev": [-15.02, -15.02],
  "species": ["Ru", "S", "P", "O", "N", "N", "N", "N", "N", "N", "N", "N", "N", "N", "C", "C", "C", "C", "C", "C", "C", "C", "C", "C", "C", "C", "C", "C", "C", "C", "C", "C", "C", "C", "C", "C", "C", "C", "C", "C", "C", "C", "C", "C", "C", "C", "C", "C", "C", "C", "C", "C", "C", "C", "C", "H", "H", "H", "H", "H", "H", "H", "H", "H", "H", "H", "H", "H", "H", "H", "H", "H", "H", "H", "H", "H", "H", "H", "H", "H", "H", "H", "H", "H", "H", "H", "H", "H", "H", "H", "H", "H", "H", "H", "H", "H", "H", "H", "H", "H", "H", "H", "H", "H", "H", "H"],
  "coordinates": [[-0.71716, -0.60830, -0.32642], [-5.09583, -0.22422, 1.39613], [2.66941, 2.75453, 1.41908], [2.00301, 1.72264, 0.60623], [-1.15862, 0.29805, 3.90387], [4.12856, 2.40724, 2.00640], [1.70815, 3.41619, 2.56540], [-1.45592, -1.19767, -2.20672], [-2.66828, -0.31638, 0.62132], [-0.43509, -2.55293, 0.47307], [-0.73310, 1.31087, -1.27031], [2.91315, 4.13092, 0.36619], [1.02433, -1.32134, -1.30074], [-0.23833, -0.25135, 1.94662], [2.53400, 5.77987, -1.30374], [-3.88151, -0.01819, 2.56794], [0.77830, -0.10283, 2.90763], [-1.35241, -0.00586, 2.60356], [1.02806, 0.60776, -2.90648], [2.04366, 4.39557, 3.63209], [0.38766, -4.72685, 1.98145], [-2.65680, -0.09414, 1.98012], [0.86668, -2.89204, 0.53265], [-3.90718, -0.39789, 0.20067], [-0.11304, 2.80945, -3.01491], [-0.31161, 3.95861, 3.62950], [1.81854, -0.24247, -1.92169], [4.83002, 2.90178, 3.22064], [5.07700, 1.68742, 1.10964], [2.88608, -0.14665, 4.02703], [2.28034, 0.21429, 5.24052], [6.29527, 1.46032, 1.99595], [-0.95248, -4.38107, 1.91643], [-1.31919, -3.28739, 1.15491], [-0.67471, -2.00547, -2.93625], [-2.56726, -0.72395, -2.79064], [3.92177, 5.16253, 0.54354], [2.16151, -0.30206, 2.86457], [-2.22351, -2.02805, -4.75318], [0.24400, 3.40625, 2.32669], [-2.99348, -1.11839, -4.04100], [0.62686, -2.35838, -2.29698], [2.04361, 4.43585, -0.75575], [3.32556, 6.38825, -0.14079], [1.30965, -3.97401, 1.26872], [0.02928, 1.59648, -2.34146], [-1.03055, -2.45365, -4.19765], [1.80130, -2.00277, -0.25025], [0.70361, 5.03767, 3.99213], [0.20020, 0.23711, 4.13759], [-1.02060, 3.75625, -2.58234], [-1.58798, 2.25260, -0.83498], [0.91996, 0.41393, 5.31510], [-1.76814, 3.47442, -1.44842], [6.30533, 2.69257, 2.89356], [-3.10345, 0.03976, -2.24889], [2.88620, 0.31558, 6.13092], [0.53610, 5.93464, 3.39348], [6.69820, 3.55486, 2.35057], [4.52071, 2.30525, 4.08118], [2.21057, -1.22255, 0.38390], [1.00499, 4.45494, -0.39996], [2.63238, -2.57870, -0.67300], [7.20602, 1.34191, 1.41344], [2.36197, -4.22535, 1.28132], [0.71024, -5.57645, 2.56796], [2.76857, 5.13259, 3.28462], [-1.32511, 4.33914, 3.51759], [-4.12653, 0.13813, 3.60604], [1.70810, 6.41346, -1.61775], [4.17450, 5.28204, 1.59759], [4.83399, 4.81888, 0.03367], [6.90392, 2.56565, 3.79279], [-0.01250, 4.07258, 1.49293], [0.52881, -0.00811, -3.65859], [2.09601, 3.60378, -1.46265], [2.17026, 0.39168, -1.10951], [0.66981, 5.32603, 5.04009], [2.66413, 6.91302, 0.55048], [3.17726, 5.62114, -2.16934], [2.47376, 3.86453, 4.48172], [4.60503, 3.94493, 3.42717], [-0.08130, 2.40029, 2.06999], [-0.36451, -3.11251, -4.73881], [-0.31331, 3.17530, 4.39054], [-3.90496, -0.70717, -4.45075], [1.41357, -2.47586, -3.04733], [-2.49130, 4.17445, -1.05360], [-1.70704, -4.95088, 2.43943], [3.95444, -0.31976, 4.00835], [0.52569, -3.31598, -1.78745], [-2.52777, -2.36494, -5.73478], [4.62873, 0.76220, 0.74885], [2.67361, -0.56495, 1.95624], [5.33438, 2.30334, 0.24146], [0.49610, 2.99581, -3.89007], [6.15814, 0.55782, 2.59432], [2.68286, -0.68139, -2.43291], [-1.87322, 0.48277, 4.58810], [1.75900, 1.18956, -3.47051], [-4.19504, -0.60506, -0.81487], [-2.16337, 1.99380, 0.04241], [-2.35541, -2.98738, 1.06699], [-1.13941, 4.69205, -3.11279], [4.09255, 7.08618, -0.46627], [0.43316, 0.66565, 6.24820]]
}

[3]
{
  "formula": "C3H6O2S2",
  "method": "wB97M-V/def2-TZVPD",
  "spin_multiplicity": 1,
  "mol_weight_g_mol": 138.2,
  "relative_energy_kcal_mol": 112.3,
  "homo_energy_ev": -9.66,
  "species": ["S", "S", "O", "O", "C", "C", "C", "H", "H", "H", "H", "H", "H"],
  "coordinates": [[-1.66320, -0.06110, -0.07138], [2.70123, 0.10843, 0.06134], [-2.08365, -1.05472, -0.99278], [-2.57514, 0.18380, 1.02628], [1.17564, -0.91758, -0.05193], [-0.05349, -0.30730, 0.53190], [-1.01953, 1.36311, -0.87670], [-0.18498, 1.23530, -1.59237], [0.08627, 0.10626, 1.54009], [1.01100, -1.33575, -1.04404], [2.49479, 0.25752, 1.32976], [1.36480, -1.89424, 0.54560], [-1.25374, 2.31628, -0.40578]]
}

[4]
{
  "formula": "C3H4O3S",
  "method": "wB97M-V/def2-TZVPD",
  "spin_multiplicity": 1,
  "mol_weight_g_mol": 120.1,
  "relative_energy_kcal_mol": 135.0,
  "homo_energy_ev": -8.91,
  "smiles": "O=S1#CO1.CC=O",
  "species": ["S", "O", "O", "O", "C", "C", "C", "H", "H", "H", "H"],
  "coordinates": [[2.27522, 0.53995, -0.20429], [0.07012, 1.32651, 0.39855], [3.22966, -0.82260, 0.69444], [2.22992, 0.42284, -1.67506], [2.05269, -1.10380, 0.59343], [-1.79324, -0.26351, 0.38225], [-0.83604, 0.70536, -0.17679], [-2.93815, -0.05716, 0.15028], [-1.55461, -0.70162, 1.29881], [-1.07106, 1.14071, -1.20289], [-1.66451, -1.18669, -0.25873]]
}

[5]
{
  "formula": "C3H6O3",
  "method": "wB97M-V/def2-TZVPD",
  "spin_multiplicity": 1,
  "mol_weight_g_mol": 90.1,
  "relative_energy_kcal_mol": 110.0,
  "homo_energy_ev": [-7.57, -7.58],
  "species": ["O", "O", "O", "C", "C", "C", "H", "H", "H", "H", "H", "H"],
  "coordinates": [[-1.90425, -1.04863, -0.59737], [0.99181, 1.83554, -0.01850], [2.21800, -0.50598, 1.33544], [-1.43302, 0.22159, -0.65815], [0.78116, 0.63387, -0.16678], [1.12603, -0.49440, 0.52933], [2.49488, 0.41544, 1.46838], [0.74491, -1.47749, 0.29591], [-1.57055, 0.85746, 0.20979], [-1.66999, 0.69044, -1.60790], [-1.81710, -1.38297, 0.30579], [0.03812, 0.25514, -1.09593]]
}

[6]
{
  "formula": "C5H6CdO4",
  "method": "wB97M-V/def2-TZVPD",
  "spin_multiplicity": 1,
  "mol_weight_g_mol": 242.5,
  "relative_energy_kcal_mol": 0.0,
  "homo_energy_ev": -6.06,
  "species": ["Cd", "O", "O", "O", "O", "C", "C", "C", "C", "C", "H", "H", "H", "H", "H", "H"],
  "coordinates": [[1.05071, 0.59252, 0.28754], [-3.02365, 0.30112, -0.16247], [2.59958, 0.68571, -0.87478], [2.59280, -0.21453, 1.14589], [-0.88538, 0.54966, 0.19287], [4.51064, -0.58751, -0.22546], [-5.35651, 0.02121, -0.18090], [-4.15120, -0.51986, -0.11636], [3.28735, -0.02336, 0.02282], [-1.83937, -0.19698, 0.03044], [-6.22660, -0.62817, -0.10300], [5.03228, -1.13187, 0.56164], [5.03038, -0.37843, -1.16060], [-5.50267, 1.09983, -0.23671], [-1.76647, -1.29264, 0.12358], [-3.94439, -1.58392, 0.00900]]
}

| no. | electronic energy (hartree) |
| --- | --- |
| 1 | -4636.3423 |
| 2 | -3049.5474 |
| 3 | -1064.6067 |
| 4 | -740.4444 |
| 5 | -343.4793 |
| 6 | -662.6671 |